[1]
The following is a DFT calculation (ωB97M-V with the def2-TZVPD basis set) of the molecule C3H4N2O.

```
! RIJCOSX wB97M-V def2-TZVPD def2/J DEFGRID3
* xyz 0 1
H 1.583 -1.897 -1.187
N 0.743 -1.352 -1.037
C 0.659 -0.561 -0.065
C -0.679 0.128 -0.021
O -1.266 -0.015 1.255
C -0.429 1.539 -0.303
N -0.160 2.646 -0.394
H 1.423 -0.360 0.686
H -1.262 -0.390 -0.852
H -0.613 0.263 1.918
*
```

Results
E_LUMO = 0.566 eV
E = -301.41242 hartree
energy relative to the best compared isomer or geometry (same formula, charge and spin) = 2.036 eV
gap between HOMO and LUMO = 11.22 eV



[2]
The following is a DFT calculation (ωB97M-V with the def2-TZVPD basis set) of a cluster of 8 separate species, C56H122N10O8 in total.

```
! RIJCOSX wB97M-V def2-TZVPD def2/J DEFGRID3
* xyz 0 1
C 14.164 -4.303 1.888
C 13.398 -4.653 3.199
C 13.297 -3.364 4.010
C 11.921 -5.051 2.937
C 11.917 -6.574 2.476
C 12.677 -7.459 3.492
C 14.158 -7.109 3.727
C 14.594 -7.828 5.074
C 15.020 -7.579 2.499
N 14.255 -5.634 3.891
O 15.566 -5.151 4.207
H 14.555 -5.202 1.411
H 13.508 -3.897 1.118
H 14.952 -3.561 2.011
H 14.280 -2.992 4.300
H 12.760 -2.596 3.453
H 12.863 -3.622 4.976
H 11.176 -4.938 3.724
H 11.564 -4.440 2.108
H 10.862 -6.825 2.365
H 12.357 -6.544 1.479
H 12.677 -8.523 3.255
H 12.136 -7.311 4.426
H 14.081 -7.425 5.947
H 15.667 -7.673 5.185
H 14.229 -8.855 5.040
H 14.607 -7.553 1.491
H 15.302 -8.621 2.647
H 15.944 -7.006 2.421
H 15.970 -5.145 3.336
C 1.592 -4.593 -2.957
C 1.681 -3.332 -2.188
C 1.870 -2.103 -3.221
C 0.392 -3.317 -1.397
C 0.382 -2.498 -0.073
C 1.470 -3.019 0.753
C 2.898 -2.907 0.060
C 3.341 -1.445 0.043
C 3.925 -3.759 0.937
N 2.888 -3.469 -1.298
O 4.096 -3.438 -1.872
H 2.437 -4.736 -3.629
H 1.470 -5.560 -2.469
H 0.773 -4.497 -3.670
H 1.215 -2.247 -4.080
H 1.675 -1.094 -2.858
H 2.908 -2.038 -3.548
H -0.363 -2.819 -2.006
H -0.015 -4.280 -1.089
H 0.556 -1.506 -0.489
H -0.538 -2.503 0.511
H 1.266 -4.079 0.907
H 1.601 -2.518 1.712
H 3.069 -0.877 0.933
H 2.789 -0.928 -0.742
H 4.336 -1.292 -0.375
H 3.676 -4.816 0.851
H 3.912 -3.496 1.995
H 4.982 -3.527 0.807
H 4.409 -4.330 -1.704
C 8.930 2.523 0.858
C 8.823 1.150 1.534
C 8.782 1.293 3.113
C 7.483 0.590 0.989
C 7.259 -0.897 1.348
C 8.415 -1.764 0.825
C 9.766 -1.172 1.131
C 10.087 -1.652 2.600
C 10.702 -1.878 0.148
N 9.982 0.376 1.123
O 11.235 0.829 1.566
H 8.481 2.428 -0.131
H 8.412 3.322 1.389
H 9.950 2.874 0.698
H 9.733 1.692 3.467
H 7.912 1.835 3.484
H 8.560 0.341 3.595
H 6.593 0.994 1.472
H 7.376 0.616 -0.096
H 7.167 -1.044 2.425
H 6.406 -1.359 0.851
H 8.322 -2.027 -0.228
H 8.408 -2.708 1.371
H 10.333 -2.714 2.594
H 9.372 -1.482 3.404
H 10.976 -1.200 3.040
H 11.768 -1.779 0.354
H 10.769 -1.492 -0.869
H 10.557 -2.951 0.028
H 11.770 0.934 0.775
C 6.000 -5.091 7.274
C 7.167 -5.988 8.026
C 6.795 -5.933 9.590
C 6.857 -7.342 7.548
C 7.938 -8.355 7.823
C 9.342 -7.980 7.368
C 9.633 -6.543 7.823
C 10.236 -6.425 9.214
C 10.718 -6.065 6.722
N 8.465 -5.622 7.629
O 8.768 -4.307 7.890
H 5.938 -5.167 6.188
H 4.997 -5.272 7.661
H 6.078 -4.040 7.552
H 7.334 -5.049 9.930
H 5.743 -5.684 9.724
H 7.012 -6.730 10.302
H 5.912 -7.685 7.971
H 6.637 -7.374 6.481
H 7.805 -8.592 8.878
H 7.616 -9.294 7.372
H 9.295 -8.082 6.284
H 10.048 -8.715 7.753
H 11.165 -6.972 9.376
H 9.521 -6.736 9.975
H 10.462 -5.369 9.358
H 11.585 -6.709 6.578
H 10.993 -5.015 6.826
H 10.251 -6.113 5.739
H 9.240 -3.924 7.147
C 7.773 -10.458 1.601
C 6.692 -10.378 2.744
C 7.271 -9.560 3.936
C 5.455 -9.623 2.222
C 4.305 -9.661 3.101
C 3.979 -11.150 3.295
C 5.113 -12.164 3.715
C 5.207 -12.045 5.299
C 4.597 -13.573 3.310
N 6.398 -11.768 3.069
O 7.411 -12.553 3.516
H 7.749 -9.523 1.042
H 8.695 -10.666 2.146
H 7.510 -11.281 0.936
H 8.013 -10.165 4.457
H 7.748 -8.630 3.630
H 6.461 -9.348 4.634
H 5.816 -8.614 2.025
H 5.078 -10.081 1.307
H 4.517 -9.176 4.054
H 3.434 -9.134 2.713
H 3.469 -11.575 2.430
H 3.179 -11.251 4.028
H 5.287 -11.013 5.642
H 6.071 -12.576 5.699
H 4.236 -12.335 5.698
H 5.301 -14.399 3.204
H 4.277 -13.582 2.268
H 3.855 -13.994 3.989
H 7.598 -13.163 2.799
C 4.156 -1.953 6.118
C 4.663 -0.565 5.707
C 5.612 -0.507 4.443
C 3.446 0.292 5.595
C 3.536 1.799 5.701
C 4.306 2.147 6.930
C 5.659 1.342 7.144
C 6.923 1.839 6.474
C 6.061 1.535 8.590
N 5.398 -0.155 6.898
O 6.510 -0.957 7.236
H 4.996 -2.645 6.062
H 3.868 -2.096 7.159
H 3.425 -2.377 5.429
H 4.962 -0.503 3.568
H 6.237 0.379 4.324
H 6.256 -1.386 4.479
H 3.117 0.335 4.556
H 2.578 -0.158 6.076
H 3.924 2.335 4.834
H 2.560 2.246 5.890
H 3.761 2.107 7.873
H 4.379 3.235 6.927
H 6.805 2.229 5.463
H 7.758 1.139 6.522
H 7.367 2.681 7.005
H 6.868 0.862 8.878
H 5.229 1.289 9.250
H 6.263 2.574 8.849
H 6.128 -1.323 8.038
N 11.304 -1.568 7.276
C 10.231 -1.737 6.633
N 9.390 -0.724 6.800
O 9.992 -2.771 6.035
H 11.402 -0.775 7.894
H 12.039 -2.234 7.087
H 8.458 -0.805 6.419
H 9.725 0.079 7.313
N 7.930 -6.100 4.309
C 7.588 -5.315 3.317
N 7.165 -4.104 3.620
O 7.707 -5.608 2.105
H 8.492 -6.892 4.032
H 8.027 -5.729 5.244
H 7.034 -3.646 2.729
H 7.668 -3.643 4.364
*
```

Results
E_LUMO = 0.359 eV
E = -3355.98386 hartree
energy relative to the best compared isomer or geometry (same formula, charge and spin) = 6.719 eV
gap between HOMO and LUMO = 8.17 eV



[3]
The following is a DFT calculation (ωB97M-V with the def2-TZVPD basis set) of a structure of composition H20O10.

```
! RIJCOSX wB97M-V def2-TZVPD def2/J DEFGRID3
* xyz 0 1
O 1.563 0.127 0.766
H 2.110 -0.203 1.479
H 1.208 0.951 1.099
O 3.035 -1.190 -0.223
H 2.171 -0.786 -0.153
H 3.024 -1.893 0.427
O -3.276 0.452 -1.635
H -3.911 1.167 -1.597
H -2.932 0.388 -0.744
O 0.217 -1.467 2.241
H -0.067 -0.663 1.806
H 1.140 -1.315 2.447
O 2.580 1.051 -1.031
H 2.206 0.724 -0.213
H 2.977 1.889 -0.795
O 0.439 -1.975 -0.958
H 0.572 -1.160 -1.443
H 1.136 -2.554 -1.267
O -1.144 -0.019 -2.610
H -0.689 -0.018 -1.768
H -1.875 0.587 -2.489
O -0.310 0.148 -0.736
H -1.085 0.279 -0.189
H 0.383 -0.083 -0.118
O -0.774 0.810 1.645
H -0.851 0.627 2.582
H -0.479 1.720 1.602
O -2.576 0.529 0.374
H -2.802 1.459 0.377
H -1.992 0.421 1.124
*
```

Results
E_LUMO = -1.524 eV
E = -764.02228 hartree
energy relative to the best compared isomer or geometry (same formula, charge and spin) = 12.507 eV
gap between HOMO and LUMO = 6.23 eV